The following is a DFT calculation (the ωB97M-V functional and the def2-TZVPD basis) of C34H38BrN9OS2Sn as an isolated structure at a distorted geometry.

Element x y z (Å)
Sn1 0.50010 -0.27521 0.23570
N1 -1.43941 -1.57133 0.73301
C1 -1.51808 -3.04326 0.71028
C2 -1.17892 -3.53419 -0.68076
C3 0.30202 -3.36194 -0.99836
N2 0.64146 -1.93583 -1.21903
H1 -1.78920 -1.22289 1.62424
H2 -2.08719 -1.20234 0.03782
H3 -2.51885 -3.37536 0.99494
H4 -0.81324 -3.45767 1.43011
H5 -1.78551 -2.99864 -1.41809
H6 -1.42791 -4.59359 -0.74663
H7 0.55130 -3.96198 -1.87812
H8 0.90192 -3.72899 -0.16319
H9 0.05356 -1.56496 -1.96817
H10 1.60111 -1.87487 -1.54802
C4 -1.86465 3.20509 -3.95172
C5 -2.23543 4.43152 -3.12001
C6 -1.46732 5.64658 -3.66299
C7 -3.74695 4.67483 -3.27307
C8 -1.91374 4.24918 -1.64308
C9 -2.28278 5.27364 -0.74423
C10 -2.13190 5.15146 0.61713
C11 -1.56428 3.98184 1.10706
S1 -1.30251 3.51121 2.75422
C12 -0.59025 2.04087 2.18624
N3 -0.54194 1.89738 0.88921
C13 -1.11490 2.97446 0.23902
C14 -1.30198 3.11431 -1.14173
C15 0.10767 1.13576 3.09586
C16 -0.10936 1.10027 4.47617
C17 0.78856 0.43406 5.29295
C18 1.92779 -0.15643 4.75369
C19 2.12838 -0.15800 3.37463
C20 1.15280 0.39251 2.57944
H11 -2.14658 3.38326 -4.99082
H12 -2.40187 2.31590 -3.61446
H13 -0.79332 3.00650 -3.91954
H14 -1.69482 5.78914 -4.72000
H15 -0.39076 5.50099 -3.56086
H16 -1.74073 6.56217 -3.13896
H17 -3.98995 4.82261 -4.32566
H18 -4.07630 5.55824 -2.72759
H19 -4.31923 3.81679 -2.91400
H20 -2.71706 6.18713 -1.12549
H21 -2.44934 5.93044 1.29641
H22 -0.99745 2.29210 -1.77853
H23 -0.95994 1.62417 4.89500
H24 0.62967 0.42118 6.36270
H25 2.67136 -0.60888 5.39589
H26 3.03377 -0.58529 2.96284
Br1 5.30172 -4.67170 3.30909
C21 3.96839 -3.69356 2.41560
C22 2.65300 -3.71749 2.86404
C23 1.72341 -2.93574 2.20856
N4 2.01087 -2.19331 1.13632
C24 3.27303 -2.19721 0.70123
C25 4.28604 -2.91010 1.31265
H27 2.36527 -4.32252 3.71174
H28 0.70450 -2.87817 2.57118
H29 3.47858 -1.58492 -0.17148
H30 5.30248 -2.84686 0.95204
O1 -3.23138 0.58991 0.33501
N5 -3.81615 1.50961 0.84413
C26 -4.94508 2.08078 0.64715
C27 -5.81249 1.70658 -0.43160
N6 -6.47980 1.36490 -1.30100
C28 -5.37388 3.11870 1.53360
N7 -5.73059 3.93490 2.25664
C29 -2.34313 -2.07134 -7.30049
C30 -1.77053 -0.92868 -6.53929
C31 -1.21878 0.18534 -7.10879
C32 -0.69606 1.18512 -6.26742
N8 -0.71236 1.05772 -4.94441
C33 -1.27406 -0.00624 -4.38724
S2 -1.43744 -0.17373 -2.70742
N9 -1.78933 -0.99676 -5.18549
C34 -0.12221 2.44202 -6.81626
H31 -2.40147 -1.83722 -8.35917
H32 -3.34091 -2.32313 -6.93837
H33 -1.71418 -2.95558 -7.17832
H34 -1.19580 0.29760 -8.18190
H35 -2.24219 -1.77770 -4.73269
H36 -0.29221 2.53064 -7.88601
H37 0.95077 2.47528 -6.61937
H38 -0.56222 3.29317 -6.29680

Computed properties:
Total charge: +2
Total energy (Ha): -5470.5162
HOMO-LUMO gap (spin up / spin down) (Eh): 0.220 / 0.229
LUMO energy (spin up / spin down) (eV): -7.1 / -6.9
Energy above the lowest of the compared OMol25 structures with the same formula, charge and spin (kcal per mole): 98.8

***

The following is a DFT calculation (the ωB97M-V functional and the def2-TZVPD basis) of a 8-piece molecular cluster, C34H38Cl4F4O3 overall at a distorted geometry.

Element x y z (Å)
C1 -1.35524 0.15327 -0.14594
Cl1 -2.46456 1.58441 0.07339
Cl2 -0.63781 -0.25244 1.44389
Cl3 -2.37378 -1.21822 -0.74996
Cl4 -0.11986 0.52586 -1.36682
C2 -3.42432 -1.74287 -3.61751
C3 -2.75230 -2.97166 -4.21952
O1 -1.50564 -2.94840 -4.40187
C4 -3.48818 -4.13114 -4.66298
H1 -4.05776 -1.15888 -4.28520
H2 -2.74237 -0.96315 -3.27829
H3 -4.01241 -2.02042 -2.74275
H4 -4.10342 -3.97663 -5.54938
H5 -4.21346 -4.39414 -3.89299
H6 -2.79964 -4.95829 -4.83570
C5 -1.12165 4.01219 2.37723
C6 0.06940 3.52525 3.21447
O2 0.09197 3.53856 4.41966
C7 1.24611 3.11478 2.45975
H7 -1.35752 3.41954 1.49336
H8 -0.88920 5.03458 2.07926
H9 -2.01309 4.09837 2.99852
H10 1.68026 3.86052 1.79381
H11 1.02125 2.16520 1.97412
H12 1.99484 2.86418 3.21121
C8 1.91144 -3.46251 -3.40730
C9 2.22443 -2.03527 -3.60658
O3 3.36186 -1.58246 -3.37131
C10 1.07295 -1.10601 -4.07879
H13 1.81116 -3.60743 -2.33164
H14 2.67489 -4.08622 -3.87231
H15 0.92747 -3.68071 -3.82239
H16 0.99614 -1.20892 -5.16120
H17 1.30092 -0.07552 -3.80638
H18 0.17694 -1.40392 -3.53425
F1 2.67255 0.58713 -0.83221
C11 3.65649 0.65020 0.10299
C12 4.01952 1.88515 0.61232
C13 4.98791 1.90955 1.65366
C14 5.54999 0.76036 2.09526
C15 5.13887 -0.47781 1.59373
C16 4.19854 -0.53822 0.58959
H19 3.63120 2.75467 0.10286
H20 5.28732 2.86984 2.04686
H21 6.31442 0.77810 2.85797
H22 5.61460 -1.36867 1.97640
H23 3.91704 -1.50840 0.20759
F2 -3.87736 -0.29645 1.97272
C17 -3.54360 -0.08418 3.26861
C18 -3.11145 1.17636 3.66586
C19 -2.57184 1.28171 4.94676
C20 -2.70315 0.18976 5.82644
C21 -3.18437 -1.04847 5.45156
C22 -3.66545 -1.17066 4.16131
H24 -3.05026 1.98729 2.95519
H25 -2.07003 2.12729 5.39350
H26 -2.50831 0.34779 6.87690
H27 -3.34040 -1.84701 6.16175
H28 -4.00591 -2.14095 3.83114
F3 -3.31757 5.36386 -2.30611
C23 -2.07434 5.30211 -1.84063
C24 -1.40951 4.10977 -1.84252
C25 -0.12294 4.00340 -1.31072
C26 0.52434 5.15864 -0.95662
C27 -0.08635 6.39544 -1.09296
C28 -1.37993 6.46257 -1.47900
H29 -1.96815 3.28548 -2.26070
H30 0.32094 3.02060 -1.25181
H31 1.46767 5.16284 -0.43079
H32 0.43419 7.32016 -0.89217
H33 -1.73665 7.48167 -1.50297
F4 3.07568 -3.33818 1.64508
C29 2.22267 -4.01258 0.86862
C30 0.94841 -3.43675 0.62880
C31 -0.01863 -4.13362 -0.04353
C32 0.23429 -5.44666 -0.41482
C33 1.47996 -6.02469 -0.25785
C34 2.48392 -5.31682 0.47773
H34 0.86365 -2.42365 0.99328
H35 -1.00325 -3.75040 -0.26728
H36 -0.48490 -6.05646 -0.94143
H37 1.67971 -7.02395 -0.61557
H38 3.38066 -5.83867 0.77762

Computed properties:
Total energy (Ha): -3784.2375
HOMO-LUMO gap (Eh): 0.326
LUMO energy (eV): -0.2
SMILES string: ClC(Cl)(Cl)Cl.Fc1ccccc1.Fc1ccccc1.Fc1ccccc1.Fc1ccccc1.CC(C)=O.CC(C)=O.CC(C)=O
Energy above the lowest of the compared OMol25 structures with the same formula, charge and spin (kcal per mole): 0.0

***

The following is a DFT calculation (the ωB97M-V functional and the def2-TZVPD basis) of a 2-piece molecular cluster, C34H38N3O2PS overall at a distorted geometry.

Element x y z (Å)
C1 1.45177 -7.96159 -1.88798
C2 1.36685 -6.49843 -1.57339
C3 2.16551 -5.60432 -2.28986
C4 2.15955 -4.24281 -2.00100
C5 3.03314 -3.32822 -2.80164
C6 1.35546 -3.77532 -0.95560
N1 1.46796 -2.37534 -0.61873
P1 1.17871 -1.22482 -1.89340
H1 -1.36896 -0.62293 1.33738
N2 1.78200 -0.05004 -0.76276
C7 2.01404 1.29591 -1.22562
C8 1.54646 2.41100 -0.50655
C9 0.77646 2.24198 0.76316
C10 1.84055 3.68851 -1.00099
C11 2.64327 3.86542 -2.13238
C12 3.01397 5.24287 -2.59817
C13 3.11058 2.73686 -2.81007
C14 2.79042 1.45309 -2.37742
C15 3.35468 0.27040 -3.09357
C16 2.77351 -0.64570 0.04246
C17 2.60311 -1.96895 0.11626
C18 0.50035 -4.64088 -0.24937
C19 -0.39488 -4.14723 0.84933
C20 0.51890 -6.00070 -0.57717
H2 0.78831 -8.53884 -1.23747
H3 1.17599 -8.16124 -2.93262
H4 2.47814 -8.33069 -1.75277
H5 2.81870 -5.97407 -3.08272
H6 3.42035 -2.47075 -2.23993
H7 3.90881 -3.89737 -3.13216
H8 2.52765 -2.96036 -3.70485
H9 0.55029 3.22124 1.20065
H10 -0.18929 1.73739 0.59516
H11 1.32730 1.65072 1.50511
H12 1.46373 4.56674 -0.47383
H13 3.72227 5.18320 -3.43112
H14 2.13639 5.80891 -2.93807
H15 3.48126 5.82261 -1.79113
H16 3.74589 2.85703 -3.68876
H17 3.85885 0.62764 -3.99363
H18 4.09803 -0.27601 -2.49801
H19 2.57392 -0.44713 -3.43890
H20 3.55976 -0.03523 0.48324
H21 3.22164 -2.70383 0.62900
H22 -0.97912 -4.98841 1.24342
H23 0.17970 -3.72115 1.68304
H24 -1.10998 -3.38722 0.50728
H25 -0.12788 -6.69279 -0.03361
C21 -1.72431 7.12830 2.49834
C22 -2.21041 5.84432 1.89014
C23 -3.41098 5.27108 2.31154
C24 -3.84162 4.04830 1.81368
C25 -3.04396 3.41504 0.85812
S1 -3.49807 1.78014 0.26998
N3 -2.22858 0.98575 0.84568
C26 -2.24795 -0.41851 0.82114
C27 -2.88308 -1.11145 1.96134
C28 -3.50326 -2.36684 1.79834
C29 -4.18721 -2.88704 2.90021
C30 -4.07065 -2.21382 4.13369
C31 -3.25173 -1.08025 4.33517
C32 -2.57735 -0.56744 3.22612
O1 -4.67616 1.37019 1.00886
O2 -3.47332 1.78515 -1.17918
C33 -1.90805 4.02316 0.31799
C34 -1.47666 5.22138 0.87547
H26 -0.66329 7.28773 2.27793
H27 -2.27363 7.99808 2.11368
H28 -1.84940 7.12658 3.58782
H29 -4.01641 5.77788 3.05110
H30 -4.76597 3.57348 2.13725
H31 -2.50177 -0.86446 -0.13223
H32 -3.54167 -2.79127 0.77919
H33 -4.82431 -3.76815 2.74942
H34 -4.60400 -2.60551 4.98639
H35 -3.15484 -0.55610 5.29789
H36 -1.96302 0.35213 3.23926
H37 -1.38599 3.55696 -0.51992
H38 -0.55645 5.67602 0.51539

Computed properties:
Total energy (Ha): -2372.5292
HOMO-LUMO gap (Eh): 0.134
LUMO energy (eV): -2.4
Energy above the lowest of the compared OMol25 structures with the same formula, charge and spin (kcal per mole): 38.8

***

The following is a DFT calculation (the ωB97M-V functional and the def2-TZVPD basis) of a 7-piece molecular cluster, C34H38N6O3 overall at a distorted geometry.

Element x y z (Å)
C1 -0.23856 2.19256 -1.73577
C2 0.68626 1.23347 -2.00771
C3 0.48228 -0.21148 -1.75691
C4 0.98982 -0.95081 -0.76549
C5 1.85732 -0.33324 0.31466
C6 2.03895 -1.21326 1.53661
O1 1.83564 -0.78315 2.64957
C7 0.65013 -2.41712 -0.77097
O2 1.46909 -3.26868 -0.51683
C8 -0.75500 -2.72701 -1.17271
C9 -1.26568 -1.98823 -2.14680
C10 -0.41491 -0.91537 -2.74521
O3 -0.42543 -0.67005 -3.92543
H1 -0.63506 2.79886 -2.54455
H2 -0.58389 2.34202 -0.71569
H3 1.63068 1.51452 -2.47749
H4 1.30540 0.53695 0.67497
H5 2.84131 -0.03574 -0.05978
H6 2.37776 -2.25204 1.41456
H7 -1.28953 -3.52262 -0.67150
H8 -2.28081 -2.10869 -2.50548
N1 -1.26659 -0.70982 2.14743
C11 -2.05344 -1.69295 2.67914
C12 -3.33486 -1.21355 2.75855
C13 -3.31581 0.11276 2.24927
C14 -2.02622 0.39219 1.88017
H9 -0.28042 -0.78667 1.97326
H10 -1.63614 -2.64669 2.95382
H11 -4.18843 -1.75153 3.13576
H12 -4.15629 0.78260 2.16911
H13 -1.58765 1.27798 1.45223
N2 6.11558 1.40427 0.57510
C15 6.05122 0.10423 0.99986
C16 6.73330 -0.66707 0.09712
C17 7.23287 0.20390 -0.91012
C18 6.83739 1.47371 -0.58486
H14 5.69736 2.18714 1.04279
H15 5.52760 -0.15824 1.90395
H16 6.86153 -1.73509 0.15188
H17 7.81609 -0.07153 -1.77256
H18 7.00468 2.41651 -1.07730
N3 7.61798 7.33007 -0.57499
C19 8.27383 6.56713 -1.50164
C20 8.15533 5.25632 -1.12559
C21 7.39371 5.22987 0.07477
C22 7.07624 6.52450 0.38769
H19 7.54642 8.33020 -0.59761
H20 8.76737 7.01926 -2.34441
H21 8.56873 4.41167 -1.65118
H22 7.11318 4.35965 0.64454
H23 6.51566 6.93813 1.20812
N4 -5.06720 2.74681 0.07572
C23 -6.39204 2.43465 -0.05641
C24 -7.02204 3.51094 -0.62150
C25 -6.03597 4.51100 -0.84237
C26 -4.84062 4.00813 -0.40325
H24 -4.36774 2.14213 0.46497
H25 -6.77124 1.47846 0.26105
H26 -8.07197 3.57505 -0.85253
H27 -6.18803 5.48588 -1.27421
H28 -3.85382 4.43831 -0.39052
N5 -2.28351 -4.52539 5.57848
C27 -1.56309 -5.24720 4.66703
C28 -1.60790 -6.56372 5.03840
C29 -2.39215 -6.63970 6.22191
C30 -2.79484 -5.36699 6.52773
H29 -2.41538 -3.53050 5.55454
H30 -1.07895 -4.76551 3.83508
H31 -1.13383 -7.38077 4.52118
H32 -2.63224 -7.52703 6.78303
H33 -3.39784 -4.99073 7.33598
N6 -4.16100 -3.33162 -4.66266
C31 -5.49962 -3.58828 -4.79029
C32 -6.09115 -2.47203 -5.31703
C33 -5.06847 -1.50460 -5.51898
C34 -3.88940 -2.06491 -5.10756
H34 -3.48197 -3.97473 -4.30025
H35 -5.91377 -4.53759 -4.49717
H36 -7.13988 -2.36015 -5.53527
H37 -5.18618 -0.51240 -5.92082
H38 -2.88506 -1.67320 -5.09419

Computed properties:
Total energy (Ha): -1872.4259
HOMO-LUMO gap (Eh): 0.255
LUMO energy (eV): -1.4
SMILES string: C=CC1=C(CC=O)C(=O)C=CC1=O.c1cc[nH]c1.c1cc[nH]c1.c1cc[nH]c1.c1cc[nH]c1.c1cc[nH]c1.c1cc[nH]c1

***

The following is a DFT calculation (the ωB97M-V functional and the def2-TZVPD basis) of C34H39BrFN4O4ReSe2 as an isolated structure at a distorted geometry.

Element x y z (Å)
Re1 0.45020 -0.16233 0.33733
C1 -0.13562 -5.00957 -0.47477
Se1 -0.08125 -3.48568 0.73649
C2 -1.85574 -3.71240 1.54530
C3 -3.02770 -3.28071 0.69643
Se2 -2.90433 -1.42460 0.12031
C4 -3.83256 -0.61420 1.62815
H1 -0.10662 -5.91681 0.12102
H2 0.75120 -4.95592 -1.10197
H3 -1.02527 -4.98690 -1.09802
H4 -1.82228 -3.13604 2.46858
H5 -1.91302 -4.77154 1.79985
H6 -3.96555 -3.39002 1.24073
H7 -3.09847 -3.87511 -0.21179
H8 -4.82318 -1.05160 1.72531
H9 -3.92465 0.44476 1.39790
H10 -3.26645 -0.75535 2.54570
O1 -0.44955 0.28849 2.08413
N1 -0.83288 1.50026 2.44583
N2 -0.94756 2.26758 1.46605
O2 -0.66219 1.90759 0.26673
C5 -1.37421 3.63470 1.69020
C6 -2.00325 3.98719 2.87741
C7 -2.35825 5.30981 3.06739
C8 -2.08523 6.25695 2.08629
C9 -1.46935 5.87891 0.90194
C10 -1.10808 4.55754 0.69362
H11 -2.21421 3.23530 3.62446
H12 -2.85898 5.60589 3.98019
H13 -2.36146 7.29204 2.24083
H14 -1.26879 6.61440 0.13322
H15 -0.62739 4.24392 -0.22368
C11 2.05380 0.01289 4.12020
C12 1.85001 -1.50021 4.02898
C13 0.35764 -1.86861 4.11089
C14 2.46962 -2.25738 2.85134
C15 2.86139 -3.55635 3.17154
C16 3.37920 -4.41909 2.23332
C17 3.56309 -3.96955 0.93882
C18 3.23303 -2.67496 0.55426
C19 3.62894 -2.33612 -0.88854
C20 2.54493 -1.70741 -1.75559
C21 4.92891 -1.52512 -0.99545
C22 2.62567 -1.83681 1.51886
N3 2.20312 -0.49191 1.12747
C23 3.23985 0.48333 1.21229
C24 4.44293 0.26020 1.88706
C25 5.41750 1.23819 1.94493
C26 5.23413 2.46663 1.32186
C27 4.05578 2.71028 0.63586
C28 3.10128 1.72365 0.60992
F1 1.94993 1.95752 -0.07173
H16 1.66061 0.36014 5.07773
H17 1.52544 0.55159 3.33971
H18 3.10981 0.27830 4.07863
H19 2.32718 -1.91906 4.91645
H20 -0.14847 -1.60364 3.18464
H21 -0.12653 -1.33205 4.92928
H22 0.23460 -2.94094 4.27138
H23 2.74773 -3.89084 4.19668
H24 3.65532 -5.42967 2.50746
H25 4.00578 -4.63417 0.20427
H26 3.84747 -3.30694 -1.33481
H27 2.43374 -0.64634 -1.52220
H28 1.58534 -2.21871 -1.64296
H29 2.82670 -1.76134 -2.80925
H30 4.77499 -0.46827 -0.78292
H31 5.32151 -1.60143 -2.01222
H32 5.68849 -1.90749 -0.31119
H33 4.61425 -0.69558 2.36224
H34 6.33460 1.03463 2.48195
H35 6.00151 3.22737 1.36493
H36 3.86238 3.64665 0.12842
Br1 3.96855 2.93420 -3.44434
C29 2.09113 3.02997 -3.26482
C30 1.42142 4.22516 -3.47724
N4 0.10341 4.33908 -3.31138
C31 -0.58441 3.26884 -2.92851
C32 0.01225 2.03380 -2.69786
C33 1.38011 1.91204 -2.88037
C34 -0.81851 0.92437 -2.14945
O3 -2.00378 0.90105 -2.25888
O4 -0.11778 -0.06909 -1.50429
H37 1.95810 5.11547 -3.78600
H38 -1.65134 3.39079 -2.77744
H39 1.88093 0.96674 -2.73256

Computed properties:
Multiplicity: 4
Total charge: +1
Expectation value of S²: 3.80
Total energy (Ha): -9393.6436
HOMO-LUMO gap (spin up / spin down) (Eh): 0.235 / 0.247
LUMO energy (spin up / spin down) (eV): -4.3 / -4.0
Energy above the lowest of the compared OMol25 structures with the same formula, charge and spin (kcal per mole): 0.0